(1)
{"formula": "C23H22ClN2OPPdS4", "method": "wB97M-V/def2-TZVPD", "e_homo_ev": [-13.1, -14.4], "s2": 6.03, "de_lowest_ev": 0.000, "total_charge": 2, "spin_multiplicity": 5, "energy_ev": -97853.0733, "species": ["Pd", "O", "C", "S", "C", "C", "S", "S", "S", "N", "C", "C", "N", "H", "H", "H", "H", "H", "H", "H", "H", "Cl", "C", "C", "C", "C", "C", "C", "P", "C", "C", "C", "C", "C", "C", "C", "C", "C", "C", "C", "C", "H", "H", "H", "H", "H", "H", "H", "H", "H", "H", "H", "H", "H", "H"], "xyz": [[-0.16, -0.11, 0.34], [-3.91, -5.49, 2.53], [-3.34, -4.54, 2.11], [-2.18, -4.62, 0.74], [-1.65, -2.98, 0.85], [-2.18, -2.20, 1.89], [-1.75, -0.59, 2.21], [-3.29, -2.96, 2.96], [-0.48, -2.45, -0.26], [1.50, -0.58, 1.74], [2.79, -0.26, 1.10], [2.75, -0.69, -0.36], [1.63, 0.00, -1.05], [1.39, -0.12, 2.63], [1.42, -1.58, 1.92], [3.62, -0.74, 1.61], [2.94, 0.82, 1.17], [2.57, -1.76, -0.43], [3.71, -0.48, -0.83], [1.44, -0.44, -1.94], [1.88, 0.97, -1.25], [0.50, 2.58, 0.94], [-0.88, 3.66, 0.94], [-0.70, 4.93, 1.46], [-1.78, 5.80, 1.48], [-3.02, 5.41, 0.99], [-3.19, 4.14, 0.48], [-2.11, 3.24, 0.43], [-2.37, 1.60, -0.21], [-4.08, 1.16, -0.24], [-4.75, 0.91, -1.44], [-6.10, 0.59, -1.41], [-6.77, 0.51, -0.20], [-6.10, 0.76, 1.00], [-4.76, 1.08, 0.98], [-1.54, 1.29, -1.75], [-0.71, 2.25, -2.35], [-0.06, 1.94, -3.53], [-0.21, 0.68, -4.11], [-1.02, -0.28, -3.51], [-1.69, 0.02, -2.33], [0.27, 5.22, 1.84], [-1.64, 6.80, 1.89], [-3.85, 6.10, 1.02], [-4.16, 3.84, 0.10], [-4.24, 0.99, -2.39], [-6.63, 0.40, -2.34], [-7.82, 0.26, -0.18], [-6.63, 0.71, 1.94], [-4.24, 1.27, 1.91], [-0.60, 3.24, -1.91], [0.56, 2.69, -4.01], [0.29, 0.46, -5.04], [-1.15, -1.25, -3.97], [-2.33, -0.72, -1.87]], "mulliken_charge": [0.673, -0.423, 0.576, -0.058, 0.186, 0.261, -0.319, -0.040, -0.293, -0.366, -0.608, -0.624, -0.275, 0.278, 0.246, 0.434, 0.303, 0.338, 0.434, 0.225, 0.237, -0.097, 0.433, -0.669, -0.519, -0.814, -0.483, 0.173, 0.963, 0.453, -0.176, -0.784, -0.471, -0.817, -0.312, 0.376, -0.817, -0.712, -0.543, -1.060, -0.113, 0.497, 0.428, 0.443, 0.507, 0.482, 0.458, 0.439, 0.457, 0.448, 0.471, 0.482, 0.445, 0.456, 0.790]}

=====

(2)
{"formula": "C3H5NO", "method": "wB97M-V/def2-TZVPD", "smiles": "C[C@H](O)C#N", "e_homo_ev": -11.5, "de_lowest_ev": 1.505, "energy_ev": -6728.0674, "species": ["C", "C", "O", "C", "N", "H", "H", "H", "H", "H"], "xyz": [[0.41, -0.88, 0.50], [-0.40, 0.28, -0.03], [-0.86, -0.28, -1.29], [0.56, 1.36, -0.17], [1.39, 2.22, -0.13], [1.00, -1.28, -0.44], [1.13, -0.45, 1.30], [-0.27, -1.62, 0.94], [-1.19, 0.44, 0.81], [-1.77, 0.21, -1.49]], "mulliken_charge": [-1.130, 0.341, -0.508, 0.183, -0.412, 0.282, 0.329, 0.318, 0.270, 0.327]}

=====

(3)
{"formula": "C7H11BrNO", "method": "wB97M-V/def2-TZVPD", "e_homo_ev": -13.6, "de_lowest_ev": 1.391, "total_charge": 1, "energy_ev": -81008.4693, "species": ["C", "C", "C", "C", "C", "C", "C", "N", "O", "Br", "H", "H", "H", "H", "H", "H", "H", "H", "H", "H", "H"], "xyz": [[0.46, 1.53, 1.55], [0.58, 0.39, 2.44], [0.86, 1.46, 0.25], [0.90, -0.80, 1.90], [1.19, 0.27, -0.37], [1.36, -0.97, 0.52], [-2.43, -0.24, -1.01], [1.31, 0.22, -1.70], [-1.46, -0.07, -2.01], [0.37, -2.50, -0.28], [0.01, 2.39, 1.87], [0.21, 0.27, 3.50], [0.67, 2.25, -0.31], [0.82, -1.79, 2.37], [2.41, -1.40, 0.65], [-2.10, -0.11, 0.02], [-2.79, -1.27, -1.10], [-3.03, 0.63, -1.09], [0.86, -0.57, -2.16], [1.33, 1.00, -2.33], [-1.55, -0.68, -2.70]], "mulliken_charge": [-0.195, -0.580, -0.782, -0.383, 0.429, 0.193, -0.595, -0.296, -0.479, -0.061, 0.492, 0.338, 0.503, 0.386, 0.392, 0.185, 0.329, 0.293, 0.247, 0.273, 0.312]}

=====

(4)
{"formula": "C5H15N3O", "method": "wB97M-V/def2-TZVPD", "e_homo_ev": -8.0, "de_lowest_ev": 3.508, "energy_ev": -11943.2414, "species": ["C", "C", "C", "N", "O", "N", "H", "H", "H", "H", "H", "H", "H", "H", "C", "C", "N", "H", "H", "H", "H", "H", "H", "H"], "xyz": [[1.49, 0.17, -0.51], [1.10, -1.34, 1.48], [0.48, -0.69, 0.26], [1.86, 1.36, 0.19], [1.05, 0.48, -1.83], [-0.20, -1.55, -0.57], [0.73, -0.34, -2.24], [2.40, -0.45, -0.59], [1.05, 1.97, 0.28], [2.58, 1.86, -0.32], [-0.59, -2.34, -0.06], [1.69, -0.62, 2.04], [0.32, -1.74, 2.14], [1.75, -2.16, 1.17], [-1.94, 1.05, -1.15], [-0.83, 0.59, 1.19], [-2.19, -0.16, -1.51], [-3.11, -0.49, -1.25], [-1.06, -1.04, -1.14], [-1.01, 1.50, -1.48], [-2.66, 1.68, -0.63], [-0.11, 0.77, 1.99], [-1.19, 1.59, 1.00], [-1.61, -0.10, 1.52]], "mulliken_charge": [-0.353, -1.965, 1.363, -0.567, -0.600, -0.712, 0.380, 0.366, 0.225, 0.271, 0.310, 0.434, 0.435, 0.472, -0.448, -1.767, -0.517, 0.211, 0.330, 0.387, 0.371, 0.573, 0.478, 0.326]}

=====

(5)
{"formula": "C9H16N3O", "method": "wB97M-V/def2-TZVPD", "e_homo_ev": [-9.3, -14.7], "s2": 2.01, "de_lowest_ev": 3.682, "total_charge": 1, "spin_multiplicity": 3, "energy_ev": -16095.2181, "species": ["C", "C", "C", "C", "C", "C", "C", "C", "C", "N", "N", "N", "O", "H", "H", "H", "H", "H", "H", "H", "H", "H", "H", "H", "H", "H", "H", "H", "H"], "xyz": [[1.20, -0.80, -1.49], [-1.81, -0.99, 0.71], [-0.38, 1.86, 0.23], [-0.71, -0.65, 1.71], [0.81, 1.40, 1.01], [-1.02, -1.32, -0.52], [-0.53, 0.91, -0.99], [3.30, -0.17, -1.49], [0.43, -0.08, 0.90], [2.17, 0.25, -1.87], [2.06, -1.87, -0.79], [0.06, -0.27, -0.54], [3.37, -1.37, -0.76], [0.59, -1.18, -2.25], [-2.59, -1.76, 1.16], [-2.48, -0.21, 0.70], [-1.29, 1.83, 0.80], [-0.29, 2.92, -0.06], [-1.22, 0.17, 2.42], [-0.23, -1.40, 2.23], [1.73, 1.47, 0.55], [0.82, 1.82, 2.04], [-0.61, -2.30, -0.37], [-1.76, -1.38, -1.42], [-1.61, 0.90, -1.43], [0.23, 1.40, -1.66], [1.25, -0.75, 0.95], [2.06, -2.66, -1.37], [4.22, 0.41, -1.52]], "mulliken_charge": [-0.091, -0.689, -0.689, -0.813, -0.773, -0.770, -0.550, -0.505, -0.139, -0.352, -0.165, 0.331, -0.183, 0.612, 0.340, 0.380, 0.305, 0.451, 0.288, 0.399, 0.378, 0.325, 0.475, 0.382, 0.210, 0.462, 0.573, 0.352, 0.454]}

=====

(6)
{"formula": "C30H84N6O12", "method": "wB97M-V/def2-TZVPD", "smiles": "COC[C@H](C)N.COC[C@H](C)N.COC[C@H](C)N.COC[C@H](C)N.COC[C@H](C)N.COC[C@H](C)N.OCCO.OCCO.OCCO", "e_homo_ev": -8.8, "de_lowest_ev": 14.549, "energy_ev": -65971.2066, "species": ["C", "O", "C", "C", "C", "N", "H", "H", "H", "H", "H", "H", "H", "H", "H", "H", "H", "C", "O", "C", "C", "C", "N", "H", "H", "H", "H", "H", "H", "H", "H", "H", "H", "H", "C", "O", "C", "C", "C", "N", "H", "H", "H", "H", "H", "H", "H", "H", "H", "H", "H", "C", "O", "C", "C", "C", "N", "H", "H", "H", "H", "H", "H", "H", "H", "H", "H", "H", "C", "O", "C", "C", "C", "N", "H", "H", "H", "H", "H", "H", "H", "H", "H", "H", "H", "C", "O", "C", "C", "C", "N", "H", "H", "H", "H", "H", "H", "H", "H", "H", "H", "H", "O", "C", "C", "O", "H", "H", "H", "H", "H", "H", "O", "C", "C", "O", "H", "H", "H", "H", "H", "H", "O", "C", "C", "O", "H", "H", "H", "H", "H", "H"], "xyz": [[-1.43, -7.26, 3.78], [-0.64, -8.43, 4.15], [-1.25, -9.15, 5.28], [-0.12, -10.22, 5.63], [-0.77, -11.27, 6.56], [1.04, -9.57, 6.19], [-1.24, -6.60, 4.63], [-2.51, -7.36, 3.80], [-1.01, -6.73, 2.92], [-1.57, -8.49, 6.08], [-2.06, -9.75, 4.85], [0.08, -10.72, 4.68], [-1.27, -10.65, 7.30], [0.04, -11.88, 6.97], [-1.40, -12.02, 6.09], [0.69, -9.17, 7.04], [1.16, -8.87, 5.46], [-2.13, -8.98, -7.36], [-2.20, -8.79, -6.01], [-1.44, -7.69, -5.51], [-2.25, -6.74, -4.53], [-3.30, -6.14, -5.38], [-1.50, -5.63, -4.05], [-2.84, -8.24, -7.72], [-2.56, -9.92, -7.71], [-1.15, -8.88, -7.83], [-0.66, -8.19, -4.92], [-0.91, -7.13, -6.28], [-2.60, -7.28, -3.65], [-4.16, -6.74, -5.67], [-2.99, -5.67, -6.32], [-3.83, -5.35, -4.84], [-1.94, -4.73, -3.99], [-0.89, -5.74, -3.25], [7.02, 2.79, 5.19], [8.24, 3.38, 4.73], [9.36, 2.40, 4.70], [9.82, 2.04, 6.14], [10.01, 3.21, 7.00], [11.05, 1.38, 6.14], [6.29, 3.59, 5.05], [6.88, 2.26, 6.13], [6.69, 2.04, 4.47], [9.15, 1.59, 4.01], [9.99, 3.11, 4.17], [9.06, 1.32, 6.44], [10.20, 2.87, 8.02], [9.07, 3.76, 7.08], [10.68, 3.95, 6.58], [11.24, 0.93, 7.02], [10.97, 0.47, 5.71], [2.93, 7.35, -1.48], [2.95, 8.16, -2.70], [1.81, 9.02, -2.83], [1.73, 10.39, -2.13], [0.39, 11.16, -2.41], [2.89, 11.22, -2.49], [3.02, 8.05, -0.65], [3.83, 6.73, -1.48], [2.18, 6.57, -1.39], [1.72, 9.25, -3.89], [0.87, 8.50, -2.68], [1.69, 10.31, -1.05], [0.32, 11.38, -3.47], [0.45, 12.19, -2.04], [-0.41, 10.70, -1.83], [3.10, 12.05, -1.96], [3.60, 10.52, -2.64], [1.45, 0.82, -7.52], [2.25, 0.80, -8.67], [3.58, 1.06, -8.47], [3.83, 2.41, -7.97], [3.53, 3.54, -9.02], [5.12, 2.64, -7.42], [1.36, 1.73, -6.94], [1.85, 0.11, -6.79], [0.45, 0.45, -7.74], [4.13, 0.40, -7.79], [4.12, 1.06, -9.42], [3.12, 2.68, -7.18], [2.69, 3.27, -9.66], [4.27, 3.72, -9.81], [3.40, 4.51, -8.55], [5.59, 1.88, -6.94], [4.93, 3.33, -6.71], [-9.52, 5.22, -2.44], [-9.20, 4.10, -1.67], [-9.05, 2.75, -2.28], [-7.63, 2.31, -2.79], [-7.08, 2.94, -4.04], [-7.33, 0.90, -2.89], [-8.86, 5.49, -3.27], [-9.56, 6.09, -1.78], [-10.49, 5.13, -2.94], [-9.48, 2.09, -1.53], [-9.76, 2.58, -3.09], [-6.95, 2.63, -2.00], [-7.69, 2.83, -4.94], [-6.02, 2.73, -4.20], [-7.03, 4.00, -3.82], [-7.50, 0.50, -3.80], [-7.74, 0.32, -2.18], [1.19, 0.18, -0.83], [0.20, -0.25, 0.04], [-1.24, 0.23, -0.40], [-1.61, -0.37, -1.65], [0.90, -0.05, -1.72], [0.45, -1.30, -0.06], [0.44, 0.05, 1.06], [-1.34, 1.31, -0.47], [-2.07, -0.05, 0.25], [-2.54, -0.16, -1.78], [-5.80, 1.19, 5.49], [-6.09, 2.33, 4.76], [-7.52, 2.54, 4.38], [-8.34, 2.48, 5.53], [-6.42, 1.15, 6.22], [-5.78, 3.10, 5.46], [-5.39, 2.21, 3.92], [-7.84, 1.86, 3.60], [-7.59, 3.58, 4.06], [-9.26, 2.46, 5.23], [1.87, -1.81, 8.91], [1.83, -2.81, 7.87], [2.60, -4.03, 8.34], [2.04, -4.61, 9.45], [1.47, -2.32, 9.62], [0.78, -2.95, 7.62], [2.37, -2.52, 6.97], [3.62, -3.92, 8.69], [2.50, -4.83, 7.60], [2.63, -4.36, 10.16]], "mulliken_charge": [-0.780, -0.349, -0.705, 0.200, -1.386, -0.696, 0.304, 0.312, 0.274, 0.431, 0.351, 0.346, 0.324, 0.372, 0.356, 0.281, 0.365, -0.691, -0.317, -0.827, 0.796, -1.556, -0.617, 0.287, 0.254, 0.303, 0.256, 0.420, 0.214, 0.333, 0.355, 0.435, 0.156, 0.200, -0.805, -0.334, -0.836, 0.589, -1.279, -0.735, 0.295, 0.302, 0.340, 0.358, 0.315, 0.245, 0.363, 0.327, 0.332, 0.260, 0.265, -0.696, -0.353, -0.761, 0.618, -1.497, -0.644, 0.288, 0.262, 0.293, 0.369, 0.403, 0.175, 0.366, 0.374, 0.380, 0.205, 0.216, -0.776, -0.301, -0.657, 0.693, -1.424, -0.763, 0.271, 0.344, 0.264, 0.359, 0.325, 0.133, 0.316, 0.384, 0.333, 0.223, 0.275, -0.650, -0.288, -0.795, 0.662, -1.408, -0.568, 0.249, 0.244, 0.295, 0.316, 0.319, 0.096, 0.354, 0.367, 0.372, 0.227, 0.210, -0.533, -0.424, -0.331, -0.520, 0.325, 0.286, 0.296, 0.280, 0.331, 0.288, -0.524, -0.458, -0.248, -0.532, 0.297, 0.281, 0.305, 0.315, 0.266, 0.298, -0.517, -0.294, -0.420, -0.539, 0.308, 0.271, 0.303, 0.337, 0.220, 0.331]}